# 1
{
  "formula": "C30H33F3N6",
  "method": "ωB97M-V/def2-TZVPD",
  "symbols": ["F", "F", "F", "N", "N", "N", "N", "N", "N", "C", "C", "C", "C", "C", "C", "C", "C", "C", "C", "C", "C", "C", "C", "C", "C", "C", "C", "C", "C", "C", "C", "C", "C", "C", "C", "C", "C", "C", "C", "H", "H", "H", "H", "H", "H", "H", "H", "H", "H", "H", "H", "H", "H", "H", "H", "H", "H", "H", "H", "H", "H", "H", "H", "H", "H", "H", "H", "H", "H", "H", "H", "H"],
  "xyz": [[-0.4739, 5.7729, -0.5161], [2.8160, -3.9624, 2.2963], [-10.0484, 0.0457, -6.4989], [-4.3307, -3.2722, -5.6877], [-1.1915, -3.1007, -4.1955], [-3.9188, 1.7858, -5.3435], [0.1452, 0.2991, -3.8088], [-1.0791, -1.8355, -8.6290], [-2.6189, -1.1665, -0.7907], [-2.5911, 4.7604, -0.3667], [2.5275, -3.2789, 1.1711], [-3.2365, 3.8603, -3.9169], [-3.4933, -3.8729, -6.1875], [-1.3781, 2.2969, -0.8532], [-1.1545, -4.3420, -1.9126], [0.6563, -0.2198, -4.6959], [-8.1934, 0.6732, -3.4706], [-0.6100, 3.4462, -0.8167], [-1.1688, -3.6291, -3.1776], [-3.6440, 2.7118, -4.7220], [-6.7753, -0.4553, -5.0562], [-1.6318, -1.2872, -7.7876], [-1.2317, 4.6592, -0.5755], [3.3938, -3.3892, 0.0965], [-2.2783, -0.5820, -6.6877], [-3.0951, -0.8217, -3.3341], [-2.4332, -4.6137, -6.8493], [1.2917, -0.8806, -5.8266], [-7.8145, -0.4650, -5.9607], [2.0202, -1.8606, -1.1262], [1.1718, -1.7597, -0.0286], [-3.3528, 3.5948, -0.3563], [1.3672, -2.5409, 1.1052], [3.1350, -2.6733, -1.0644], [-9.0363, 0.0805, -5.6129], [-9.2483, 0.6299, -4.3663], [-2.7395, 2.3694, -0.5678], [-6.9633, 0.1322, -3.8115], [-2.8232, -1.0205, -1.9083], [0.6634, -2.4910, 1.9245], [-1.0927, -5.4102, -2.1125], [-3.0214, 5.7472, -0.2444], [-2.5945, -4.5609, -7.9252], [-4.3869, 3.6329, -0.0368], [1.7878, -0.1543, -6.4673], [-2.0709, -4.1310, -1.3626], [2.0699, -1.5352, -5.4283], [-3.8686, -0.0594, -3.4374], [-10.2216, 1.0406, -4.1258], [-2.1664, -0.4015, -3.7186], [1.7658, -1.3192, -2.0294], [-4.0109, 4.0084, -3.1679], [-5.8209, -0.8866, -5.3251], [-8.3609, 1.1308, -2.5045], [-0.3129, -4.0337, -1.2942], [0.5788, -1.4731, -6.3906], [-2.3549, 3.5172, -3.3591], [-6.1748, 0.1576, -3.0688], [-7.7269, -0.8454, -6.9731], [0.4521, 3.4623, -1.0301], [0.2101, -1.2708, -0.1504], [-1.4947, -4.1008, -6.6405], [4.3089, -3.9430, 0.2707], [-3.2721, -0.2378, -6.9665], [3.8734, -2.6934, -1.8554], [-2.3938, -5.6410, -6.5047], [-3.4469, -1.7411, -3.7894], [-2.3232, -1.1985, -5.7977], [-0.9161, 1.3333, -1.0203], [-2.9188, 4.7209, -4.4916], [-1.7042, 0.3293, -6.5089], [-3.2929, 1.4442, -0.4690]],
  "atomic_forces_ev_per_a": [[-0.0437, 0.0311, -0.1180], [-0.0237, -0.0264, 0.0329], [-0.0368, 0.0367, -0.0911], [-0.2224, 0.2295, 0.1885], [0.1548, 0.0628, -0.1065], [-0.0600, 0.0781, 0.0867], [0.0197, 0.0352, 0.0733], [0.1365, -0.2037, -0.2211], [0.2234, -0.1122, 0.4728], [-0.0732, 0.2266, -0.1984], [-0.0750, -0.3203, -0.2730], [0.5074, -1.1229, 0.6208], [0.0305, -0.2033, -0.0756], [-0.1423, -0.0311, 0.3622], [-0.1223, -0.0808, 0.2185], [-0.1776, 0.0623, -0.1135], [-0.0765, -0.0383, -0.0355], [0.2399, 0.4098, -0.4152], [0.0953, -0.0108, -0.0268], [0.1622, 0.1765, -0.4195], [0.2100, 0.1778, 0.2596], [-0.2433, 0.0056, 0.2987], [-0.0914, -0.2782, 0.0394], [0.2881, 0.2170, 0.5896], [0.0880, 0.5465, -0.4213], [-0.0589, 0.6610, 0.8797], [0.1705, 0.4347, -0.2194], [0.4998, -0.1088, 0.3077], [-0.4925, 0.0393, -0.8000], [-0.3451, 0.2694, -0.0894], [-0.8189, -0.9436, -0.5361], [0.2858, 0.0083, 0.5307], [0.1572, 0.7101, 0.0529], [0.4985, -0.0022, 0.3694], [0.3081, -0.1437, 0.4534], [-0.3763, 0.2401, -0.1923], [0.0080, -0.2513, -0.0513], [0.0056, -0.0306, 0.3517], [-0.4202, -0.1167, -0.5633], [0.0971, -0.1325, 0.0825], [0.0243, -0.0204, 0.0521], [-0.0628, -0.0976, 0.1973], [-0.0094, -0.1802, -0.0003], [-0.0769, 0.0570, -0.3038], [-0.1701, 0.0646, -0.0696], [-0.0094, 0.0172, -0.0305], [-0.0931, -0.0910, -0.0968], [0.0075, -0.0199, -0.0175], [0.0477, -0.0221, 0.0219], [-0.0971, -0.3083, -0.4874], [0.1285, 0.0782, 0.0342], [-0.0110, 0.5959, -0.1397], [0.0027, -0.0278, 0.0000], [0.1251, -0.0496, 0.0491], [0.0711, 0.0544, -0.0944], [-0.0583, 0.0046, -0.0406], [-0.0807, 0.1369, 0.0254], [0.0984, -0.0430, -0.1504], [0.1968, -0.1552, 0.1598], [-0.0137, -0.1981, 0.1147], [0.2108, 0.3695, 0.1465], [0.0428, -0.1662, 0.0651], [-0.0616, -0.1061, -0.2985], [-0.0731, -0.2182, 0.0104], [-0.1827, -0.1069, -0.1736], [-0.0186, -0.0809, 0.0107], [0.2643, -0.0609, -0.2102], [0.0510, -0.0796, 0.0077], [0.0174, 0.0162, -0.0954], [-0.4708, 0.1577, -0.1414], [0.0069, -0.0883, 0.2569], [-0.0919, 0.0674, -0.1054]],
  "mulliken_charge": [-0.33, -0.32, -0.32, -0.39, -0.24, -0.38, -0.42, -0.52, -0.60, -0.44, 0.40, -0.61, 0.40, -0.17, -0.87, 0.47, -0.49, -0.52, 0.40, 0.38, 0.06, -0.02, 0.47, -0.45, 0.01, 1.07, -0.94, -0.84, -0.48, -0.26, -0.32, -0.64, -0.56, -0.46, 0.26, -0.45, -0.36, -0.46, 0.02, 0.44, 0.37, 0.44, 0.35, 0.41, 0.34, 0.29, 0.32, -0.17, 0.40, -0.44, 0.38, 0.22, 0.29, 0.38, 0.11, 0.09, 0.02, 0.44, 0.42, 0.42, 0.33, 0.22, 0.40, 0.47, 0.39, 0.33, 0.09, -0.30, 0.22, 0.40, 0.37, 0.48],
  "fmax_ev_per_a": 1.4,
  "total_charge": 0,
  "smiles": "Fc1ccccc1.Fc1ccccc1.Fc1ccccc1.CC#N.CC#N.CC#N.CC#N.CC#N.CC#N",
  "orbital_gap_ev": 9.489,
  "relative_energy_kj_mol": 0.0
}

# 2
{
  "formula": "C30H33N5O2",
  "method": "ωB97M-V/def2-TZVPD",
  "symbols": ["O", "O", "N", "N", "N", "N", "N", "C", "C", "C", "C", "C", "C", "C", "C", "C", "C", "C", "C", "C", "C", "C", "C", "C", "C", "C", "C", "C", "C", "C", "C", "C", "C", "C", "C", "C", "C", "H", "H", "H", "H", "H", "H", "H", "H", "H", "H", "H", "H", "H", "H", "H", "H", "H", "H", "H", "H", "H", "H", "H", "H", "H", "H", "H", "H", "H", "H", "H", "H", "H"],
  "xyz": [[-4.0729, -3.5608, -2.8239], [-5.6821, -4.5671, -1.7343], [-4.7016, -3.4459, 0.6858], [3.0228, -4.0294, 3.3055], [-0.2583, 5.2361, -3.6163], [-2.8635, -2.0675, 0.7502], [-4.6881, -3.8353, -1.7603], [-0.1019, 2.2831, -1.4247], [0.8741, -2.0514, 1.0641], [0.2686, 3.2492, -2.3388], [-1.8094, 1.1690, -0.0074], [-1.1855, 6.2440, -4.1086], [1.1142, -2.5963, 3.8070], [1.6808, 3.2605, -2.8021], [1.9147, -2.8485, 1.5084], [-0.1148, -1.5585, 1.9437], [-2.3463, 3.1719, -1.3892], [2.6803, -3.3270, 5.6598], [2.0482, -3.1713, 2.8881], [3.4241, -4.7454, 0.9607], [-2.3646, 6.4855, -3.1709], [2.8567, -3.4118, 0.5065], [-0.6637, 4.2214, -2.8010], [1.8557, 4.0167, -4.1097], [3.1742, -4.4044, 4.7013], [-4.1836, -3.2622, -0.5786], [-3.0545, -2.4109, -0.5505], [-3.0060, 5.1626, -2.7501], [3.9577, -4.6589, 2.3833], [-2.0008, 4.1502, -2.3026], [1.1152, 5.3493, -4.0968], [1.2879, -2.8281, 5.2743], [-1.0028, 0.0735, 0.2692], [0.0547, -1.8375, 3.3328], [-1.2059, -0.7650, 1.3971], [-3.8706, -2.7032, 1.4517], [-1.4276, 2.1897, -0.9333], [2.6730, -3.7285, 6.6776], [1.0847, 5.8007, -5.1002], [0.7985, -1.8277, -0.0025], [1.4617, 3.4016, -4.9252], [2.3039, 3.6971, -2.0085], [1.6574, 6.0651, -3.4491], [0.5384, -3.5558, 5.6198], [-3.3791, 3.1267, -1.0398], [-2.0174, 7.0303, -2.2843], [-1.5766, 5.9144, -5.0900], [-2.0719, -0.6114, 2.0396], [1.0796, -1.8960, 5.8135], [2.3296, -3.5430, -0.4437], [-0.6447, -1.3993, 4.0559], [4.2313, -4.6500, 4.8797], [2.9145, 4.1850, -4.3183], [4.2090, -5.6552, 2.7742], [-2.5223, -2.1389, -1.4599], [2.6084, -5.3375, 4.8851], [4.9049, -4.0880, 2.3861], [2.0302, 2.2291, -2.9258], [-3.7154, 5.3422, -1.9359], [-3.1041, 7.1249, -3.6638], [0.6519, 1.5702, -1.0886], [3.3854, -2.4879, 5.6588], [4.2146, -5.0721, 0.2834], [-3.9878, -2.6141, 2.5316], [-3.5949, 4.7631, -3.5915], [-2.7254, 1.3213, 0.5721], [-0.6212, 7.1694, -4.2946], [2.6389, -5.5083, 0.9264], [-0.1376, -0.1230, -0.3951], [3.6577, -2.6808, 0.3226]],
  "atomic_forces_ev_per_a": [[-0.8236, -0.3639, 1.3974], [1.0902, 0.8333, 0.1626], [1.2281, 0.9589, -0.0512], [0.0957, 0.1137, 0.0405], [-0.0149, 0.0036, -0.1615], [-0.1087, -0.4882, -0.5822], [-0.5295, -0.6963, -1.8320], [-0.8822, 0.0795, -0.2005], [-0.1571, -0.0776, 0.7150], [-0.5496, -0.1672, 0.1921], [1.0150, -1.2851, 0.7778], [-0.3041, -0.1311, -0.4984], [0.2220, 0.0500, -0.7113], [0.7219, 0.1621, 0.0298], [-0.6447, 0.2325, 0.2041], [0.3744, -0.2241, -0.0073], [0.4319, -0.5381, 0.0839], [0.2532, 0.1887, -0.1700], [-0.7102, 0.3235, -0.2565], [-0.1168, -0.2569, 0.1509], [0.2569, 0.0505, 0.2299], [0.4404, 0.0116, -0.4224], [-0.1238, -0.4272, 0.8483], [-0.2129, -0.0373, -0.2860], [-0.3256, -0.4040, 0.1920], [1.1085, 1.1150, 1.6232], [-1.3942, -1.0530, 0.2065], [-0.4952, 0.2399, -0.2554], [0.5184, 0.2386, -0.0631], [0.6352, -0.1191, -0.0184], [0.1835, 0.3074, 0.3279], [-0.2486, -0.2122, 0.6584], [-0.6097, 0.9517, -0.7894], [-0.1355, 0.2069, -0.7799], [-0.8579, -0.7061, 0.6753], [-0.2746, -0.5598, -1.3785], [0.1800, 0.8715, -0.7926], [-0.0069, 0.0413, -0.1357], [0.0378, -0.2425, 0.2189], [0.0489, -0.2635, 0.3259], [-0.0052, 0.0465, 0.0233], [0.0265, 0.0597, -0.2015], [-0.0956, -0.1592, -0.1725], [0.1189, 0.0983, -0.0633], [0.2076, 0.0551, -0.0026], [-0.0013, -0.1270, -0.0687], [0.0901, 0.1307, 0.1641], [0.7255, 0.7584, 0.1136], [-0.0196, -0.1633, -0.0530], [0.1159, 0.0443, 0.0692], [0.1937, -0.2470, -0.2858], [-0.2398, 0.2100, -0.0143], [-0.0892, 0.0516, -0.0187], [-0.1941, 0.1711, -0.1365], [0.2638, 0.2675, 0.6884], [0.1211, 0.1773, -0.0224], [-0.1771, -0.0973, -0.0084], [-0.0172, 0.1520, 0.0181], [0.0150, -0.0156, -0.1358], [0.1578, -0.0898, 0.0136], [-0.1488, 0.2805, -0.0814], [-0.0496, -0.0722, -0.0900], [0.0351, -0.0330, 0.1086], [0.0977, -0.0186, -0.3668], [0.1480, 0.0667, 0.1447], [0.1933, -0.1622, -0.1788], [-0.1647, -0.2022, 0.1786], [-0.0018, 0.1015, -0.0168], [-0.6739, 0.2231, 0.7128], [0.0526, -0.2338, 0.0148]],
  "mulliken_charge": [-0.62, -0.59, -0.65, -0.01, -0.02, 0.02, 0.96, -1.24, -0.66, 0.81, -0.51, -0.76, 0.81, -0.90, 0.23, 0.99, -1.44, -0.83, 0.41, -0.90, -0.82, -0.93, 0.34, -0.91, -0.78, 0.03, -0.42, -1.00, -0.76, 0.83, -0.79, -0.89, -0.01, -1.30, -0.11, -0.41, 0.62, 0.37, 0.52, 0.38, 0.34, 0.31, 0.29, 0.30, 0.43, 0.32, 0.28, 0.41, 0.41, 0.38, 0.42, 0.52, 0.38, 0.53, 0.47, 0.29, 0.29, 0.42, 0.39, 0.37, 0.57, 0.33, 0.37, 0.40, 0.31, 0.40, 0.51, 0.33, -0.11, 0.31],
  "fmax_ev_per_a": 2.3,
  "total_charge": 0,
  "orbital_gap_ev": 6.246
}

| no. | total energy (a.u.) |
| --- | --- |
| 1 | -1791.04939 |
| 2 | -1587.09967 |